The following is a quantum chemistry calculation of 7 unconnected molecules or ions with the total composition C5H25N2O6S in a non-equilibrium geometry, from OMol25.

XYZ file:
```
39
Properties=species:S:1:pos:R:3:forces:R:3:mulliken_charge:R:1
C 0.5050 -2.2037 0.1388 -0.1 0.1 0.3 -0.461
C -0.7116 -1.8964 1.0186 -0.3 0.0 0.2 0.627
S -0.3194 -1.4488 2.7554 2.4 -2.0 0.0 -0.670
C 1.4149 -1.0126 -0.0994 0.1 0.0 -0.5 -0.732
N 0.7847 -0.0011 -0.9683 0.7 -0.5 -0.4 -0.020
C 1.6777 1.1451 -1.1892 -0.7 -0.4 0.2 -0.308
C 0.9519 2.2937 -1.8647 0.1 0.1 0.3 -0.921
N -0.0016 2.9996 -1.0348 -1.2 -0.3 -0.2 -0.620
H 1.0772 -2.9981 0.6274 0.0 0.0 -0.1 0.346
H 0.1506 -2.5517 -0.8321 0.0 -0.3 -0.2 0.083
H -1.3711 -2.7784 1.0365 0.2 0.0 0.0 0.333
H -1.3238 -1.0884 0.5953 0.7 -0.7 0.1 -1.042
H 1.6861 -0.5860 0.8585 0.2 0.2 0.4 0.247
H 2.3500 -1.3164 -0.5980 -0.2 -0.1 0.1 0.502
H -0.0996 0.2399 -0.5660 -0.7 0.6 0.3 0.232
H 2.1048 1.4754 -0.2374 0.2 0.1 0.1 0.225
H 2.4772 0.7724 -1.8256 0.3 0.1 -0.1 0.385
H 0.4287 1.9312 -2.7410 -0.1 -0.1 -0.3 0.354
H 1.6807 3.0230 -2.2082 0.3 0.1 -0.1 0.369
H 0.3869 3.2462 -0.1457 0.2 0.1 0.5 0.301
H -0.8687 2.4642 -0.8712 0.7 0.3 0.0 0.286
H -1.7814 -1.3723 -2.4595 0.5 -0.1 -0.4 0.449
H -2.3583 -2.2762 -1.3918 0.1 -0.4 0.4 0.297
O -2.5627 -1.4994 -1.9031 -0.8 0.3 0.1 -0.797
H 2.8044 0.9623 3.2606 0.1 -0.5 0.4 0.290
H 1.6744 1.6718 2.5165 0.8 -0.1 0.1 0.404
O 2.6695 1.6246 2.5936 -0.8 0.6 -0.5 -0.678
H -1.5681 0.3774 2.6976 -1.2 -0.3 0.2 0.422
H -2.2431 -0.9966 2.8053 0.1 0.8 0.2 0.336
O -2.4434 -0.0507 2.6322 -2.2 1.0 -0.2 -0.839
H 0.1880 -0.7312 -2.5594 -0.1 -0.3 0.1 0.379
H 0.2470 -2.1533 -3.1221 0.2 -0.5 0.0 0.317
O -0.2458 -1.3442 -3.2284 0.3 0.8 0.0 -0.832
H -0.1441 1.4976 1.3227 -0.2 -0.1 0.3 0.453
H -0.1078 0.4791 2.5323 0.8 0.3 -0.4 0.101
O -0.0757 1.4810 2.2912 0.2 0.1 -0.1 -0.986
H -2.4383 -0.1579 -0.6747 0.2 0.9 0.7 0.379
H -2.4293 0.2321 0.8558 -0.4 0.1 0.8 0.510
O -2.1658 0.5468 -0.0180 -0.2 0.0 -1.8 -0.722
```
Forces are in eV/Å.

Values from the calculation:
gap between HOMO and LUMO: 0.251 hartree
relative energy (zero: lowest compared OMol25 entry of this formula, charge and spin): 0.0 kJ/mol
total charge: -1
HOMO level: -0.141 Eh

=====

The following is a quantum chemistry calculation of 2 unconnected molecules or ions with the total composition C2H9N2 in a non-equilibrium geometry, from OMol25.

XYZ file:
```
13
Properties=species:S:1:pos:R:3:forces:R:3:mulliken_charge:R:1
N -1.2407 1.4704 -1.3336 -0.6 1.1 -0.6 -0.566
H -0.7033 0.2544 0.2852 -0.1 -0.1 0.1 0.304
H -2.0823 1.9549 -1.0150 -0.1 -0.2 0.4 0.363
H -1.4154 1.1349 -2.2813 0.2 -0.7 0.0 0.348
H -0.4536 2.1131 -1.3284 0.4 0.0 0.2 0.373
C 1.0614 -1.8377 0.0453 0.6 0.1 0.0 -0.494
C 1.1971 -0.6125 0.6081 -1.5 -0.2 1.1 0.105
N -0.0743 0.0260 1.1048 1.3 -0.4 -1.3 -0.256
H 0.1118 -2.3587 0.0083 -0.2 0.1 -0.2 0.304
H 1.9184 -2.3660 -0.3618 0.1 0.1 0.1 0.307
H 2.0598 -0.0878 0.9969 0.4 -0.1 -0.7 0.381
H -0.5514 -0.6139 1.7520 -0.3 0.3 0.1 0.424
H 0.1726 0.9229 1.5195 -0.3 0.1 0.7 0.407
```
Forces are in eV/Å.

Values from the calculation:
gap between HOMO and LUMO (spin up / spin down): 0.453 / 0.157 hartree
relative energy (zero: lowest compared OMol25 entry of this formula, charge and spin): 221.2 kJ/mol
total charge: +2
HOMO level (spin up / spin down): -0.784 / -0.720 Eh
2S+1: 2

=====

The following is a quantum chemistry calculation of a molecular structure, C35H25FeI3N5O6S, from OMol25.

XYZ file:
```
76
Properties=species:S:1:pos:R:3:forces:R:3:mulliken_charge:R:1
Fe -0.9814 -0.0393 -0.8072 0.3 0.1 -0.2 -0.286
O -3.9278 -1.3973 -3.2754 0.0 0.0 0.0 -0.781
C -3.1617 -0.9680 -2.4225 -0.1 -0.1 -0.1 0.129
N -1.8600 -0.6264 -2.5166 0.0 -0.2 -0.1 0.617
C -1.3380 -0.5072 -3.8089 0.0 0.2 0.1 -0.399
O -1.8956 0.0712 -4.7124 0.0 0.0 -0.1 -0.645
C 0.0195 -1.1176 -4.0672 0.0 0.0 0.0 0.474
C 0.8585 -0.4954 -4.9856 0.0 0.0 0.0 -0.347
C 2.0895 -1.0676 -5.2468 0.0 0.0 0.0 -0.532
C 2.4263 -2.2512 -4.6061 0.0 0.0 0.0 -0.482
C 1.5093 -2.8051 -3.7287 0.0 0.0 0.0 -0.359
N 0.3294 -2.2553 -3.4534 0.0 0.0 0.0 -0.170
C -3.6614 -0.8741 -0.9999 -0.1 0.0 0.0 0.326
C -4.9596 -1.2357 -0.6821 -0.1 0.0 0.1 -0.528
C -5.3694 -1.1599 0.6363 0.0 0.0 -0.1 -0.540
C -4.4584 -0.7401 1.5960 0.0 0.0 0.0 -1.011
C -3.1815 -0.3967 1.1938 0.0 0.0 0.1 -0.430
N -2.7960 -0.4460 -0.0807 0.1 -0.1 0.0 0.772
H 0.5438 0.4326 -5.4378 0.0 0.0 0.0 0.407
H 2.7840 -0.5908 -5.9270 0.0 0.0 0.0 0.409
H 3.3855 -2.7265 -4.7646 0.0 0.0 0.0 0.446
H 1.7370 -3.7323 -3.2098 0.0 0.0 0.0 0.415
H -5.6008 -1.5630 -1.4881 0.0 0.0 0.0 0.572
H -6.3807 -1.4254 0.9169 0.0 0.0 0.0 0.420
H -4.7272 -0.6758 2.6414 0.0 0.0 0.0 0.489
H -2.4221 -0.0773 1.8946 0.0 0.0 0.0 0.333
C -1.8710 5.0368 5.8251 0.0 0.0 0.0 -1.530
C -1.2821 4.2715 4.6710 0.0 0.0 0.0 1.031
C -0.0815 4.6799 4.0908 0.0 0.0 0.0 -0.813
C 0.4578 4.0028 3.0120 0.1 0.0 0.0 -0.863
C -0.2042 2.8963 2.4943 0.1 0.0 0.0 -0.026
C -1.3919 2.4749 3.0598 0.0 -0.1 0.0 -0.042
C -1.9251 3.1587 4.1443 0.0 0.0 0.0 -0.861
S 0.5118 2.0962 1.0674 0.2 -0.2 0.3 1.182
O 0.0773 2.8966 -0.0586 -0.1 0.1 -0.2 -0.846
O 1.9277 2.0591 1.3200 0.0 0.0 0.0 -0.714
N -0.1472 0.6437 0.9492 -0.1 0.4 0.1 1.618
C 0.3736 -0.3695 1.7413 0.0 -0.1 0.0 -0.064
C 0.9818 -0.2566 2.9756 0.0 0.0 0.0 -0.661
C 1.4404 -1.3943 3.6651 0.0 0.0 0.0 -0.941
C 1.3026 -2.6551 3.1553 0.0 0.0 0.0 -1.031
C 0.6876 -2.8180 1.8942 0.0 0.0 0.0 1.155
C 0.5009 -4.0744 1.2713 0.0 0.0 0.0 -0.910
C -0.0994 -4.1467 0.0501 0.0 0.0 0.0 -1.201
C -0.5156 -2.9563 -0.5816 0.0 0.0 0.0 -0.288
N -0.3406 -1.7788 -0.0344 -0.2 0.0 -0.1 1.087
C 0.2340 -1.6819 1.1970 0.0 -0.1 0.1 -0.487
H -1.1052 5.2952 6.5576 0.0 0.0 0.0 0.369
H -2.6443 4.4577 6.3291 0.0 0.0 0.0 0.358
H -2.3239 5.9690 5.4807 0.0 0.0 0.0 0.302
H 0.4375 5.5425 4.4936 0.0 0.0 0.0 0.370
H 1.3952 4.3155 2.5704 0.0 0.0 0.0 0.486
H -1.8979 1.6142 2.6473 0.0 0.1 0.0 0.370
H -2.8577 2.8214 4.5818 0.0 0.0 0.0 0.341
H 1.1349 0.7148 3.4230 0.0 0.0 0.0 0.555
H 1.9172 -1.2513 4.6272 0.0 0.0 0.0 0.404
H 1.6605 -3.5251 3.6914 0.0 0.0 0.0 0.393
H 0.8415 -4.9685 1.7813 0.0 0.0 0.0 0.407
H -0.2588 -5.0937 -0.4467 0.0 0.0 0.0 0.490
H -0.9617 -2.9637 -1.5662 0.0 0.0 0.0 0.502
I 7.1648 -2.0975 -2.0897 0.0 0.0 0.0 0.014
C 5.3510 -1.0432 -2.1393 0.0 0.0 0.0 -0.088
C 5.2330 0.0652 -2.9640 0.0 0.0 0.0 -0.454
C 4.0241 0.7468 -2.9999 0.1 0.0 0.0 -0.747
C 2.9489 0.3261 -2.2303 0.0 0.0 0.0 0.489
C 3.0963 -0.7764 -1.3990 0.0 0.0 0.0 -0.010
C 4.2966 -1.4706 -1.3477 0.0 0.0 0.0 -0.580
C 1.6078 1.0388 -2.3549 0.0 0.1 -0.2 -0.336
O 1.5282 2.0146 -3.0958 0.0 0.0 0.1 -0.820
O 0.6772 0.4844 -1.6971 -0.1 -0.2 0.1 0.340
H 6.0683 0.3896 -3.5702 0.0 0.0 0.0 0.389
H 3.8859 1.6086 -3.6400 0.0 0.0 0.0 0.504
H 2.2500 -1.0916 -0.8012 0.0 0.0 0.0 0.284
H 4.4061 -2.3328 -0.7031 0.0 0.0 0.0 0.452
I -2.4129 2.9545 -0.6738 0.1 0.0 0.0 0.421
I -5.0607 2.8405 -1.0322 -0.2 0.0 -0.1 -0.301
```
Forces are in eV/Å.

Values from the calculation:
gap between HOMO and LUMO (spin up / spin down): 0.265 / 0.264 hartree
relative energy (zero: lowest compared OMol25 entry of this formula, charge and spin): 96.4 kJ/mol
total charge: -1
HOMO level (spin up / spin down): -0.205 / -0.204 Eh